1.
The following is a DFT calculation (ωB97M-V/def2-TZVPD) of C54H46N15O5PbS2 as an isolated structure.

Cartesian coordinates (Å):
Pb -1.1777 0.9558 0.2841
C 6.3654 -1.2432 -1.3506
N 5.1964 -0.6640 -0.7334
C 3.9170 -0.8160 -1.0743
N 3.1315 -0.1984 -0.2188
C 4.0192 0.2967 0.6814
N 5.2780 0.0505 0.3982
C 6.8774 -2.4037 -0.5457
C 8.2297 -2.5465 -0.2757
C 8.6813 -3.6175 0.4828
C 7.7844 -4.5336 0.9993
C 6.4226 -4.3807 0.7410
C 5.9763 -3.3276 -0.0406
C 5.4644 -5.3105 1.3241
N 5.7027 -6.3403 2.0541
N 4.4859 -6.8928 2.3647
C 3.5860 -6.1453 1.8283
O 4.1250 -5.1053 1.1328
C 2.1388 -6.3345 1.8823
C 1.6600 -7.4095 2.6211
C 0.3057 -7.6707 2.6516
C -0.5709 -6.8667 1.9520
C -0.1103 -5.7731 1.2246
C -1.1439 -4.9989 0.4379
N -0.7858 -3.6591 -0.0029
C -0.8608 -2.5286 0.6959
N -0.6895 -1.4925 -0.1084
C -0.4481 -2.0736 -1.3228
N -0.5233 -3.3804 -1.2972
C 1.2531 -5.4969 1.1902
H 7.1301 -0.4719 -1.4355
H 6.0655 -1.5448 -2.3570
H 3.6052 -1.3754 -1.9412
H 3.7300 0.8401 1.5629
H 8.9360 -1.8202 -0.6563
H 9.7378 -3.7248 0.6846
H 8.1177 -5.3574 1.6136
H 4.9162 -3.2229 -0.2329
H 2.3629 -8.0387 3.1471
H -0.0686 -8.5104 3.2195
H -1.6312 -7.0858 1.9735
H -2.0603 -4.8854 1.0215
H -1.3932 -5.5560 -0.4669
H -1.0779 -2.4884 1.7471
H -0.2854 -1.5238 -2.2302
H 1.6357 -4.6673 0.6114
C -2.1785 -2.9748 -5.9170
C -2.6343 -1.9810 -4.8905
C -3.1612 -2.4004 -3.6729
C -3.5547 -1.4850 -2.7105
C -3.4194 -0.1297 -2.9622
C -2.9101 0.3121 -4.1736
C -2.5212 -0.6131 -5.1265
S -3.9042 1.0949 -1.7721
O -5.3355 1.2100 -1.7859
O -3.1461 2.2836 -2.0471
N -3.3906 0.5332 -0.3028
C -4.0715 -0.4925 0.3536
C -5.4105 -0.8770 0.1203
C -5.9402 -1.9167 0.8477
C -5.1732 -2.5609 1.8181
C -3.8972 -2.0913 2.0123
N -3.3551 -1.1014 1.2978
H -2.6342 -3.9494 -5.7535
H -1.0954 -3.1008 -5.8713
H -2.4284 -2.6400 -6.9223
H -3.2683 -3.4594 -3.4745
H -3.9584 -1.8388 -1.7729
H -2.8021 1.3717 -4.3539
H -2.1121 -0.2651 -6.0662
H -6.0071 -0.3536 -0.6044
H -6.9653 -2.2153 0.6734
H -5.5616 -3.3787 2.4055
H -3.2650 -2.5141 2.7881
O -1.7072 8.8000 -1.9623
N -2.4207 7.8233 -1.9169
O -3.6127 7.8110 -2.1355
C -1.7629 6.5411 -1.6076
C -0.4928 6.4112 -2.0402
C 0.2384 5.2147 -1.7758
C 1.5638 5.0403 -2.2133
C 2.2188 3.8809 -1.8948
C 1.5363 2.9178 -1.1439
N 0.3053 3.0644 -0.7085
C -0.3570 4.1926 -1.0245
C -1.7093 4.3555 -0.5394
N -2.2197 3.3738 0.2224
C -3.4456 3.4883 0.6780
C -4.2649 4.5802 0.3875
C -3.7676 5.5947 -0.3878
C -2.4418 5.5153 -0.8576
H -0.0215 7.2208 -2.5794
H 2.0418 5.8167 -2.7947
H 3.2323 3.6928 -2.2166
H 2.0276 1.9844 -0.8909
H -3.8107 2.6730 1.2912
H -5.2797 4.6071 0.7567
H -4.3815 6.4433 -0.6421
C 1.6396 5.6694 2.3545
N 0.4539 4.9560 2.7894
C -0.7496 5.6883 2.4383
C 0.4424 3.5990 2.2784
C -0.5715 2.7269 2.9781
C -0.8471 2.9946 4.3251
C -1.7741 2.2763 5.0598
C -2.4745 1.2427 4.4652
C -2.2181 0.9243 3.1350
C -1.2991 1.6796 2.4537
H 1.6904 6.6336 2.8591
H 1.6434 5.8525 1.2666
H 2.5340 5.1007 2.6104
H -0.7642 6.6403 2.9682
H -1.6358 5.1225 2.7281
H -0.8101 5.9008 1.3560
H 1.4265 3.1807 2.4423
H 0.2612 3.5642 1.1940
H -0.3049 3.8213 4.7651
H -1.9494 2.5306 6.0957
H -3.2113 0.6734 5.0146
H -2.7361 0.1032 2.6564
S 0.7771 1.1862 -4.0513
C -0.1136 0.9878 -2.7542
N -0.7881 0.7755 -1.8068

Output
- E_tot (Ha) = -4271.8311
- lowest unoccupied orbital energy (Ha) = -0.1542
- total charge = +1
- ΔE to the lowest compared entry with this formula, charge and spin (kcal/mol) = 73.2
- HOMO-LUMO gap (eV) = 6.35

Results of the Löwdin charge analysis, in e, for atoms 1 through 6: number 1, Pb, carries 1.550; number 2, C, carries -0.077; number 3, N, carries -0.146; number 4, C, carries -0.169; number 5, N, carries 0.067; number 6, C, carries -0.225



2.
The following is a DFT calculation (ωB97M-V/def2-TZVPD) of C54H48I2N7O2PPbTe as an isolated structure.

Cartesian coordinates (Å):
Pb -0.1395 -0.3320 -0.3073
I 3.9099 4.5681 2.8131
C 2.1037 4.1525 1.8263
C 1.9363 4.5711 0.5196
C 0.7795 4.2208 -0.1442
I 0.5425 4.7363 -2.1618
C -0.2553 3.4821 0.4625
O -1.3515 3.3460 -0.3072
C -0.0653 3.0591 1.7962
C -0.9893 2.1664 2.6056
N -0.4929 0.7773 2.5555
C -1.1203 -0.1080 3.5459
C -2.4563 -0.7148 3.1664
C -3.3908 -0.9934 4.1617
C -4.5940 -1.5814 3.8202
C -4.8423 -1.8770 2.4872
C -3.8618 -1.5726 1.5655
N -2.6917 -1.0111 1.8904
C 1.1195 3.4087 2.4492
H 2.6867 5.1716 0.0228
H -0.9795 2.5296 3.6411
H -2.0214 2.2062 2.2567
H 0.4992 0.8049 2.7719
H -0.4272 -0.9379 3.7131
H -1.2450 0.4196 4.4994
H -3.1715 -0.7415 5.1915
H -5.3345 -1.7927 4.5803
H -5.7758 -2.3234 2.1738
H -4.0059 -1.7737 0.5067
H 1.2498 3.1016 3.4807
N 3.7441 2.4304 -0.9058
C 2.7661 1.6881 -0.3983
N 1.9420 0.9750 -1.1064
C 2.1115 0.9141 -2.4885
N 1.5458 -0.0003 -3.2096
N 0.6975 -0.8486 -2.5660
C 0.6307 -2.0516 -2.9822
C -0.2278 -3.0260 -2.3010
C -0.4077 -4.2949 -2.8342
C -1.2008 -5.2092 -2.1577
C -1.7695 -4.8358 -0.9508
C -1.5305 -3.5541 -0.4780
N -0.7957 -2.6645 -1.1376
C 3.0403 1.8439 -3.1155
C 3.1348 1.9995 -4.5000
C 4.0253 2.9066 -5.0313
C 4.8606 3.6451 -4.1909
C 4.8046 3.4785 -2.8225
C 3.8792 2.5922 -2.2856
H 4.3838 2.9157 -0.2945
H 2.6605 1.6740 0.6826
H 1.2455 -2.3877 -3.8148
H 0.0554 -4.5539 -3.7774
H -1.3698 -6.1962 -2.5664
H -2.3894 -5.5153 -0.3833
H -1.9483 -3.2279 0.4684
H 2.4996 1.3909 -5.1285
H 4.0833 3.0513 -6.1013
H 5.5597 4.3542 -4.6128
H 5.4588 4.0434 -2.1687
O 1.5726 -1.4989 0.9846
P 2.8071 -1.9984 1.6920
C 2.9415 -1.2144 3.3092
C 2.4332 -1.8516 4.4390
C 2.4449 -1.1991 5.6635
C 2.9713 0.0818 5.7603
C 3.4789 0.7204 4.6350
C 3.4556 0.0795 3.4067
C 4.2939 -1.5926 0.7601
C 4.1618 -1.3900 -0.6128
C 5.2779 -1.0973 -1.3811
C 6.5273 -1.0158 -0.7796
C 6.6631 -1.2251 0.5868
C 5.5491 -1.5134 1.3604
C 2.7462 -3.7804 1.9234
C 3.8027 -4.4800 2.5036
C 3.7127 -5.8546 2.6464
C 2.5755 -6.5290 2.2191
C 1.5229 -5.8318 1.6434
C 1.6097 -4.4560 1.4907
H 2.0520 -2.8626 4.3568
H 2.0537 -1.6924 6.5434
H 3.0016 0.5804 6.7204
H 3.9018 1.7127 4.7208
H 3.8610 0.5623 2.5241
H 3.1768 -1.4639 -1.0589
H 5.1767 -0.9427 -2.4482
H 7.4014 -0.7980 -1.3792
H 7.6394 -1.1643 1.0488
H 5.6541 -1.6650 2.4282
H 4.6875 -3.9533 2.8408
H 4.5304 -6.4047 3.0926
H 2.5109 -7.6027 2.3343
H 0.6365 -6.3600 1.3159
H 0.8088 -3.8874 1.0366
C -6.5624 4.1592 -4.8450
C -5.5115 3.6993 -3.8777
C -5.6793 3.8703 -2.5061
C -4.7560 3.3915 -1.5903
C -4.9842 3.6482 -0.1205
C -3.6199 2.7163 -2.0833
Te -2.4637 1.7041 -0.6395
C -3.3804 2.6092 -3.4602
C -2.1162 2.0194 -4.0311
C -4.3409 3.1048 -4.3310
H -7.4196 4.5818 -4.3252
H -6.9100 3.3249 -5.4559
H -6.1612 4.9136 -5.5233
H -6.5596 4.3845 -2.1383
H -5.7787 4.3802 0.0123
H -4.0804 4.0460 0.3426
H -5.2738 2.7377 0.4067
H -1.3801 1.8272 -3.2537
H -1.6762 2.7173 -4.7446
H -2.3194 1.0895 -4.5660
H -4.1696 3.0187 -5.3990

Output
- E_tot (Ha) = -4017.5894
- lowest unoccupied orbital energy (Ha) = -0.2007
- total charge = +2
- ΔE to the lowest compared entry with this formula, charge and spin (kcal/mol) = 10.4
- HOMO-LUMO gap (eV) = 6.77

Results of the Löwdin charge analysis, in e, for atoms 1 through 6: number 1, Pb, carries 1.255; number 2, I, carries 0.918; number 3, C, carries -0.734; number 4, C, carries -0.252; number 5, C, carries -0.614; number 6, I, carries 1.039



3.
The following is a DFT calculation (ωB97M-V/def2-TZVPD) of C54H48N4O2PPtSTe as an isolated structure.

Cartesian coordinates (Å):
Pt 0.2433 -1.0720 -0.5111
N -0.0221 -2.9496 0.3547
C 1.2129 -3.6513 0.6884
C 1.2328 -5.0317 0.7903
C 2.4243 -5.6673 1.1050
C 3.5802 -4.9263 1.3149
C 3.5496 -3.5459 1.2032
C 2.3612 -2.8966 0.8829
P 2.1668 -1.1066 0.6282
C 2.3382 -0.4102 2.2843
C 1.2360 0.1568 2.9171
C 1.2559 0.3045 4.3024
C 2.4385 0.1333 5.0034
C 3.5980 -0.2338 4.3274
C 3.5436 -0.5356 2.9783
C 3.5612 -0.5807 -0.3803
C 4.2144 0.6159 -0.1131
C 5.2207 1.0560 -0.9620
C 5.5727 0.3023 -2.0710
C 4.9173 -0.8942 -2.3410
C 3.9101 -1.3351 -1.5005
H -0.5522 -2.7324 1.2071
H -0.6195 -3.5609 -0.1942
H 0.3298 -5.6073 0.6240
H 2.4515 -6.7459 1.1809
H 4.5088 -5.4284 1.5492
H 4.4602 -2.9741 1.3300
H 0.2696 0.0520 2.4295
H 0.3696 0.6573 4.8156
H 2.4627 0.2859 6.0748
H 4.5350 -0.3196 4.8615
H 4.4366 -0.8792 2.4702
H 3.9365 1.2097 0.7479
H 5.7253 1.9910 -0.7562
H 6.3586 0.6457 -2.7305
H 5.1889 -1.4793 -3.2095
H 3.3907 -2.2620 -1.7196
C -3.1813 4.4688 -3.2574
C -2.2105 3.4607 -2.7035
C -0.9020 3.8084 -2.3722
C -0.0174 2.8974 -1.8297
C 1.3240 3.4409 -1.4380
O 1.9635 4.0989 -2.2310
C 1.7848 3.3060 -0.0222
C 3.0513 3.7723 0.3181
C 3.4726 3.7394 1.6378
C 2.6216 3.2609 2.6271
C 1.3442 2.8067 2.3010
C 0.9324 2.8467 0.9740
C -0.3657 1.5376 -1.6787
O 0.5858 0.7319 -1.2642
C -1.6719 1.1503 -2.0759
C -2.5661 2.1427 -2.5286
C -2.0991 -0.2388 -2.1941
N -1.4082 -1.2486 -1.7687
C -1.7748 -2.6111 -2.1873
C -0.5682 -3.3779 -2.7377
Te -0.3204 -3.2887 -4.8672
C 0.1689 -1.2379 -4.9825
C -0.4214 -0.4619 -5.9760
C -0.0933 0.8827 -6.0972
C 0.8127 1.4630 -5.2202
C 1.4092 0.6881 -4.2360
C 1.0984 -0.6601 -4.1251
C -3.3985 -0.4954 -2.8885
C -4.4769 -0.9472 -2.1349
C -5.6937 -1.1962 -2.7526
C -5.8286 -1.0106 -4.1216
C -4.7502 -0.5612 -4.8718
C -3.5375 -0.2910 -4.2561
H -2.7836 5.4797 -3.1788
H -4.1326 4.4403 -2.7247
H -3.3901 4.2765 -4.3113
H -0.5624 4.8298 -2.5033
H 3.6858 4.1649 -0.4659
H 4.4610 4.0945 1.9006
H 2.9669 3.2097 3.6530
H 0.5692 2.9235 3.0517
H -0.0578 2.4924 0.7115
H -3.5764 1.8498 -2.7790
H -2.5432 -2.5697 -2.9538
H -2.2317 -3.1335 -1.3371
H -0.6557 -4.4445 -2.5204
H 0.3672 -3.0280 -2.3012
H -1.1462 -0.9017 -6.6512
H -0.5557 1.4787 -6.8739
H 1.0575 2.5143 -5.3018
H 2.1214 1.1293 -3.5495
H 1.5862 -1.2515 -3.3592
H -4.3604 -1.0915 -1.0661
H -6.5355 -1.5388 -2.1654
H -6.7757 -1.2134 -4.6037
H -4.8559 -0.4140 -5.9386
H -2.6941 0.0712 -4.8300
N -2.9408 1.1569 3.0155
C -2.5423 -0.1205 3.0381
S -2.3480 -0.9913 1.6087
N -2.2425 -0.6752 4.2314
C -2.6072 -0.2319 5.5341
C -1.7224 -0.4841 6.5770
C -2.0525 -0.1110 7.8697
C -3.2579 0.5267 8.1270
C -4.1419 0.7666 7.0865
C -3.8291 0.3800 5.7909
H -3.1594 1.5650 2.1238
H -3.0476 1.7014 3.8551
H -1.8578 -1.6036 4.1572
H -0.7810 -0.9790 6.3700
H -1.3620 -0.3146 8.6772
H -3.5119 0.8237 9.1352
H -5.0952 1.2388 7.2827
H -4.5501 0.5226 4.9968

Output
- E_tot (Ha) = -3582.8438
- lowest unoccupied orbital energy (Ha) = -0.0806
- total charge = +1
- ΔE to the lowest compared entry with this formula, charge and spin (kcal/mol) = 23.5
- HOMO-LUMO gap (eV) = 7.53

Results of the Löwdin charge analysis, in e, for atoms 1 through 6: number 1, Pt, carries 0.969; number 2, N, carries -0.075; number 3, C, carries -0.287; number 4, C, carries -0.015; number 5, C, carries -0.052; number 6, C, carries -0.055



4.
The following is a DFT calculation (ωB97M-V/def2-TZVPD) of C54H49BN8O3PSTa as an isolated structure.

Cartesian coordinates (Å):
Ta 0.1389 0.2002 -0.1076
C -1.2281 -2.6920 -4.6149
C -1.5722 -1.9129 -3.3952
C -2.7937 -1.3612 -3.0236
C -2.6029 -0.8438 -1.7559
N -1.2892 -0.9526 -1.4099
N -0.6875 -1.6765 -2.4177
B 0.6179 -2.4606 -2.0805
N 0.6281 -2.8500 -0.5555
N 0.4192 -1.9027 0.3862
C 0.5947 -2.4424 1.5902
C 0.9338 -3.7815 1.4492
C 0.9279 -4.0082 0.0700
C 1.2104 -5.2696 -0.6676
C 0.4891 -1.4624 2.6680
C 1.2367 -1.5077 3.8354
C 1.2008 -0.4394 4.7241
C 0.4255 0.6886 4.4679
C -0.3597 0.7378 3.3276
C -0.3313 -0.3454 2.4458
N 1.7619 -1.4429 -2.2701
N 1.8693 -0.5060 -1.2947
C 3.0846 0.0788 -1.4350
C 3.6945 -0.4279 -2.5684
C 2.8354 -1.4053 -3.0636
C 3.0119 -2.3164 -4.2276
C 3.5115 1.1037 -0.4001
C 3.1136 1.3465 2.0442
C 3.5204 2.7264 2.2035
C 4.3206 3.6121 1.5341
C 5.0746 3.7132 0.2845
C 5.4523 2.7357 -0.5526
C -3.6280 -0.4259 -0.7926
C -4.6983 0.3773 -1.1793
C -5.6452 0.7661 -0.2413
C -5.5394 0.3412 1.0753
C -4.4957 -0.4969 1.4579
C -3.5467 -0.8852 0.5266
H -2.0609 -2.6764 -5.3130
H -1.0084 -3.7304 -4.3654
H -0.3523 -2.2721 -5.1097
H -3.7252 -1.4496 -3.5565
H 0.7440 -3.4273 -2.7576
H 1.1318 -4.5091 2.2172
H 1.4557 -6.0618 0.0348
H 2.0499 -5.1411 -1.3507
H 0.3455 -5.5842 -1.2515
H 1.8818 -2.3560 4.0279
H 1.7961 -0.4834 5.6267
H 0.4036 1.5065 5.1751
H -1.0288 1.5720 3.1543
H -1.1875 -0.4099 1.7717
H 4.6658 -0.1868 -2.9579
H 3.9636 -2.1160 -4.7130
H 2.2187 -2.1716 -4.9614
H 2.9969 -3.3612 -3.9174
H 2.9052 0.8501 2.9897
H 3.1934 3.1271 3.1578
H 4.3948 4.5472 2.0811
H 5.3707 4.7291 0.0524
H 6.0346 2.9609 -1.4394
H -4.7708 0.7331 -2.1999
H -6.4639 1.4064 -0.5399
H -6.2823 0.6446 1.8005
H -4.4426 -0.8668 2.4736
H -2.7742 -1.5979 0.7986
N -1.7351 1.4677 0.1607
C -1.7488 2.9435 0.1838
C -2.2366 3.5672 1.3172
C -2.3406 4.9534 1.3329
C -1.9776 5.6876 0.2150
C -1.5143 5.0349 -0.9242
C -1.3832 3.6563 -0.9453
S -2.0942 7.4934 0.2203
O -0.6875 7.8795 0.1853
O -2.7650 7.7789 1.4671
O -2.8189 7.7701 -0.9968
H -2.2387 1.1862 1.0043
H -2.4101 1.2080 -0.5606
H -2.5609 2.9824 2.1754
H -2.7282 5.4855 2.1925
H -1.2691 5.6253 -1.7985
H -1.0428 3.1553 -1.8481
N 0.9801 1.7546 -0.3260
P 2.3018 2.5075 -0.9391
C 2.2146 4.2177 -0.4867
C 2.7835 5.2195 -1.2741
C 2.6255 6.5450 -0.9073
C 1.8974 6.8763 0.2265
C 1.3252 5.8777 1.0108
C 1.4794 4.5550 0.6588
C 3.1683 0.5399 0.9533
C 3.5825 -0.8608 1.1972
C 4.6361 -1.5011 0.6585
C 5.6729 -1.0506 -0.2822
C 5.9079 0.1970 -0.6915
C 5.0820 1.3447 -0.2016
C 2.2511 2.3939 -2.7341
C 1.1251 1.9276 -3.4006
C 1.1186 1.8527 -4.7856
C 2.2373 2.2406 -5.5091
C 3.3676 2.7021 -4.8464
C 3.3774 2.7775 -3.4636
H 3.3325 4.9868 -2.1754
H 3.0466 7.3240 -1.5281
H 1.7229 7.9095 0.4858
H 0.7127 6.1582 1.8552
H 1.0052 3.7823 1.2518
H 3.0613 -1.3665 2.0007
H 4.7971 -2.5081 1.0280
H 6.3380 -1.8305 -0.6332
H 6.7468 0.4001 -1.3478
H 5.2063 1.3262 0.8814
H 0.2378 1.6281 -2.8527
H 0.2306 1.5096 -5.3001
H 2.2265 2.1946 -6.5897
H 4.2399 3.0082 -5.4079
H 4.2718 3.1202 -2.9581

Output
- E_tot (Ha) = -3571.8486
- lowest unoccupied orbital energy (Ha) = -0.2722
- total charge = +2
- ΔE to the lowest compared entry with this formula, charge and spin (kcal/mol) = 1.7
- HOMO-LUMO gap (eV) = 3.94

Results of the Löwdin charge analysis, in e, for atoms 1 through 6: number 1, Ta, carries 1.865; number 2, C, carries 0.016; number 3, C, carries -0.228; number 4, C, carries 0.079; number 5, C, carries -0.218; number 6, N, carries -0.038